1.
Entry from OMol25: a cluster of 2 separate species, C2H9N2S2 in total (wB97M-V/def2-TZVPD).

Structure (ORCA input):
```
! RIJCOSX wB97M-V def2-TZVPD def2/J DEFGRID3
* xyz 2 2
S -1.330 0.714 -1.636
S -1.018 1.123 0.386
N 2.418 0.573 -0.327
N 1.047 -1.318 -0.146
C -2.379 0.227 1.176
C 2.221 -0.724 -0.301
H 1.045 -2.330 -0.152
H 0.160 -0.791 -0.197
H 3.359 0.906 -0.474
H 1.659 1.196 -0.124
H 3.098 -1.364 -0.437
H -2.382 1.594 -1.784
H -2.248 0.414 2.251
H -3.341 0.623 0.812
H -2.310 -0.842 0.953
*
```

Summary:
<S²>: 0.7553
Orbital gap (alpha / beta) in eV: 10.700 / 6.502
LUMO level (alpha / beta) in eV: -8.97 / -12.97
Highest occupied orbital energy (alpha / beta) in eV: -19.67 / -19.47

Atom charges from the Mulliken analysis, given in e for atoms 1 to 4: 0.075 0.192 -0.149 -0.135

***

2.
Entry from OMol25: a cluster of 2 separate species, C2H9N3 in total (wB97M-V/def2-TZVPD).

Structure (ORCA input):
```
! RIJCOSX wB97M-V def2-TZVPD def2/J DEFGRID3
* xyz 0 1
N -0.312 -0.327 1.982
N -0.840 0.370 -2.704
N 0.335 -0.740 -0.971
C 0.870 0.516 2.074
C -0.658 -0.109 -1.427
H -1.732 0.717 -3.013
H 1.815 -0.012 1.869
H -0.225 -1.152 2.569
H -1.490 0.110 -0.766
H 1.021 -1.015 -1.671
H 0.806 1.382 1.335
H 0.942 0.858 3.110
H -0.182 0.108 -3.422
H -0.350 -0.703 1.034
*
```

Summary:
Orbital gap in eV: 9.494
LUMO level in eV: 0.90
SMILES: [H]/N=C\N.CN
Highest occupied orbital energy in eV: -8.59

Atom charges from the Mulliken analysis, given in e for atoms 1 to 4: -0.594 -0.398 -0.595 -0.647

***

3.
Entry from OMol25: a cluster of 2 separate species, C2H9N3 in total (wB97M-V/def2-TZVPD).

Structure (ORCA input):
```
! RIJCOSX wB97M-V def2-TZVPD def2/J DEFGRID3
* xyz 0 1
N -3.499 -1.382 -0.972
N 1.971 2.293 0.801
N 3.509 0.665 1.388
C -2.202 -1.774 -1.599
C 3.117 1.860 1.609
H -3.737 -1.975 -0.275
H 4.145 0.229 1.944
H -1.412 -0.986 -1.339
H -4.293 -1.148 -1.562
H -1.926 -2.660 -1.104
H 1.208 2.495 1.377
H 3.464 2.624 2.314
H -2.196 -1.817 -2.630
H 1.850 1.577 0.048
*
```

Summary:
Orbital gap in eV: 10.010
LUMO level in eV: 1.13
SMILES: [H]/N=C/N.CN
Highest occupied orbital energy in eV: -8.88

Atom charges from the Mulliken analysis, given in e for atoms 1 to 4: -0.477 -0.532 -0.610 -0.551

***

| no. | largest force on an atom (eV/A) | calculated total energy (hartree) |
| --- | --- | --- |
| 1 | 1.683 | -986.78406 |
| 2 | 1.552 | -245.84531 |
| 3 | 4.154 | -245.80641 |